{
  "formula": "C22H32O16Y",
  "method": "ωB97M-V with the def2-TZVPD basis set",
  "orbital_gap_ev": 10.455,
  "mol_weight_g_mol": 641.39,
  "total_energy_ev": -57137.042,
  "charge": 1,
  "e_lumo_ha": -0.07474,
  "e_homo_ha": -0.459,
  "species": ["Y", "O", "C", "O", "O", "H", "O", "C", "O", "O", "H", "O", "C", "O", "C", "C", "C", "H", "H", "H", "H", "H", "H", "O", "C", "O", "C", "C", "C", "H", "H", "H", "H", "H", "H", "O", "C", "O", "C", "C", "C", "H", "H", "H", "H", "H", "H", "O", "C", "O", "C", "C", "C", "H", "H", "H", "H", "H", "H", "O", "C", "O", "C", "C", "C", "H", "H", "H", "H", "H", "H"],
  "xyz": [[1.278, -1.930, -0.518], [0.576, 1.286, -2.536], [0.568, 0.215, -1.806], [0.506, 0.294, -0.487], [0.693, -0.922, -2.389], [0.827, 1.991, -1.997], [5.163, -2.274, 0.584], [3.917, -2.173, 0.174], [3.522, -2.651, -0.893], [3.133, -1.469, 0.832], [5.519, -3.142, 0.258], [1.904, 3.034, -1.079], [2.861, 2.970, -0.315], [3.318, 3.995, 0.395], [4.542, 3.576, 1.163], [5.029, 2.412, 0.322], [3.726, 1.755, -0.106], [4.163, 3.248, 2.106], [5.244, 4.357, 1.152], [5.649, 1.801, 0.931], [5.661, 2.758, -0.481], [3.338, 1.227, 0.766], [3.758, 1.134, -1.016], [-2.516, -1.036, -2.073], [-2.383, 0.120, -2.435], [-2.558, 1.090, -1.509], [-2.325, 2.383, -2.043], [-2.533, 2.191, -3.626], [-2.153, 0.707, -3.772], [-1.236, 2.650, -1.886], [-2.949, 3.129, -1.621], [-1.870, 2.847, -4.215], [-3.593, 2.341, -3.812], [-1.088, 0.688, -4.052], [-2.643, 0.051, -4.593], [0.625, -3.525, 1.575], [-0.149, -2.784, 2.088], [-0.755, -1.819, 1.391], [-1.543, -1.000, 2.263], [-1.765, -1.833, 3.538], [-0.398, -2.617, 3.530], [-2.413, -0.635, 1.802], [-0.962, -0.133, 2.505], [-2.592, -2.552, 3.600], [-1.928, -1.108, 4.281], [-0.325, -3.480, 4.184], [0.463, -1.958, 3.611], [0.643, -3.861, -1.330], [-0.570, -4.157, -1.421], [-1.589, -3.399, -1.065], [-2.909, -3.858, -1.670], [-2.401, -5.074, -2.596], [-1.145, -5.484, -1.822], [-3.301, -2.978, -2.169], [-3.469, -4.072, -0.792], [-2.075, -4.838, -3.638], [-3.092, -5.866, -2.520], [-0.510, -6.122, -2.329], [-1.474, -6.019, -0.932], [-0.004, 1.151, 3.146], [-0.519, 2.174, 2.848], [-0.105, 3.273, 3.435], [-0.840, 4.423, 3.022], [-1.384, 4.049, 1.642], [-1.658, 2.530, 1.845], [-0.122, 5.263, 3.155], [-1.593, 4.583, 3.817], [-0.547, 4.084, 0.972], [-2.219, 4.638, 1.226], [-1.818, 1.962, 0.981], [-2.606, 2.391, 2.404]]
}

***

{
  "formula": "C22H33Br2N6OTb",
  "method": "ωB97M-V with the def2-TZVPD basis set",
  "orbital_gap_ev": [7.387, 7.468],
  "mol_weight_g_mol": 716.28,
  "total_energy_ev": -196848.871,
  "charge": 2,
  "e_lumo_ha": [-0.20221, -0.19958],
  "e_homo_ha": [-0.474, -0.474],
  "multiplicity": 7,
  "species": ["Tb", "C", "C", "N", "C", "C", "N", "C", "C", "C", "N", "C", "C", "N", "C", "H", "H", "H", "H", "H", "H", "H", "H", "H", "H", "H", "H", "H", "H", "H", "H", "H", "H", "H", "H", "H", "H", "H", "H", "Br", "C", "C", "C", "Br", "C", "C", "C", "C", "N", "C", "C", "O", "H", "H", "H", "H", "C", "C", "C", "N", "H", "H", "H", "H", "H"],
  "xyz": [[0.156, 0.205, 0.177], [1.846, 1.102, 3.395], [2.340, 2.049, 2.306], [2.301, 1.442, 0.948], [3.480, 0.573, 0.722], [3.405, -0.088, -0.636], [2.256, -1.019, -0.735], [2.556, -2.387, -0.217], [1.970, -2.760, 1.143], [0.486, -3.123, 1.146], [-0.399, -1.953, 1.359], [-0.651, -1.699, 2.797], [-1.398, -0.394, 2.971], [-0.536, 0.755, 2.585], [0.359, 1.195, 3.692], [2.371, 1.340, 4.322], [2.131, 0.070, 3.164], [3.364, 2.368, 2.517], [1.726, 2.952, 2.288], [2.379, 2.213, 0.286], [3.511, -0.179, 1.512], [4.404, 1.152, 0.806], [4.344, -0.602, -0.858], [3.285, 0.678, -1.408], [2.044, -1.127, -1.721], [3.641, -2.512, -0.187], [2.188, -3.105, -0.953], [2.174, -1.989, 1.895], [2.528, -3.634, 1.485], [0.285, -3.869, 1.919], [0.219, -3.580, 0.191], [-1.302, -2.157, 0.934], [0.312, -1.666, 3.314], [-1.215, -2.526, 3.238], [-1.736, -0.289, 4.004], [-2.281, -0.378, 2.329], [-1.176, 1.516, 2.374], [0.132, 0.606, 4.583], [0.114, 2.229, 3.943], [-5.001, 0.466, -0.131], [-3.804, 1.563, -1.072], [-4.316, 2.495, -2.005], [-3.484, 3.312, -2.711], [-4.209, 4.541, -3.936], [-2.073, 3.233, -2.522], [-1.128, 4.022, -3.203], [0.211, 3.853, -2.958], [0.606, 2.887, -2.028], [-0.244, 2.130, -1.355], [-1.583, 2.295, -1.591], [-2.458, 1.455, -0.842], [-1.899, 0.629, 0.030], [-5.386, 2.549, -2.146], [-1.470, 4.756, -3.920], [0.956, 4.445, -3.470], [1.664, 2.733, -1.837], [-2.463, -4.105, -2.714], [-1.946, -2.826, -3.373], [-1.165, -1.999, -2.456], [-0.555, -1.336, -1.743], [-3.046, -4.664, -3.442], [-3.109, -3.879, -1.867], [-1.643, -4.738, -2.380], [-2.761, -2.191, -3.728], [-1.302, -3.038, -4.230]]
}

***

{
  "formula": "C22H33Br36O2S",
  "method": "ωB97M-V with the def2-TZVPD basis set",
  "orbital_gap_ev": 9.162,
  "mol_weight_g_mol": 3238.11,
  "total_energy_ev": -2559794.320,
  "charge": 1,
  "e_lumo_ha": -0.07737,
  "e_homo_ha": -0.414,
  "species": ["C", "C", "O", "C", "S", "C", "C", "C", "O", "C", "C", "C", "C", "H", "H", "H", "H", "H", "H", "H", "H", "H", "H", "H", "H", "H", "H", "H", "H", "H", "H", "H", "H", "H", "C", "Br", "Br", "Br", "H", "C", "Br", "Br", "Br", "H", "C", "Br", "Br", "Br", "H", "C", "Br", "Br", "Br", "H", "C", "Br", "Br", "Br", "H", "C", "Br", "Br", "Br", "H", "C", "Br", "Br", "Br", "H", "C", "Br", "Br", "Br", "H", "C", "Br", "Br", "Br", "H", "C", "Br", "Br", "Br", "H", "C", "Br", "Br", "Br", "H", "C", "Br", "Br", "Br", "H"],
  "xyz": [[-1.849, -0.458, 2.624], [-2.603, -1.537, 1.874], [-2.249, -1.602, 0.477], [-1.413, -2.597, 0.073], [0.314, -2.071, 0.464], [0.513, -0.629, -0.568], [0.907, 0.567, 0.293], [2.415, 0.698, 0.736], [1.085, 0.485, 1.613], [1.424, -3.317, -0.238], [0.831, -4.058, -1.422], [1.832, -4.229, 0.922], [2.800, -3.540, 1.894], [-1.600, 0.356, 1.942], [-2.465, -0.048, 3.419], [-0.920, -0.813, 3.068], [-3.678, -1.358, 1.876], [-2.447, -2.521, 2.324], [-1.506, -2.750, -0.998], [-1.524, -3.544, 0.610], [1.301, -0.851, -1.286], [-0.424, -0.439, -1.089], [0.451, 1.507, -0.011], [3.077, 0.877, 1.580], [2.393, 1.781, 0.485], [2.293, -2.757, -0.598], [1.632, -4.603, -1.920], [0.362, -3.403, -2.156], [0.100, -4.805, -1.104], [2.309, -5.090, 0.453], [0.937, -4.581, 1.442], [2.550, -3.769, 2.929], [2.803, -2.456, 1.774], [3.815, -3.903, 1.743], [-5.131, -0.873, 6.011], [-6.206, 0.133, 4.772], [-6.022, -1.100, 7.688], [-4.626, -2.569, 5.252], [-4.225, -0.314, 6.194], [3.226, -4.129, -4.964], [1.518, -3.366, -5.405], [4.284, -2.914, -3.917], [3.033, -5.808, -4.057], [3.750, -4.311, -5.891], [-7.599, -3.470, 1.750], [-7.881, -3.637, 3.639], [-8.973, -2.448, 0.904], [-5.855, -2.736, 1.342], [-7.613, -4.464, 1.328], [5.501, -0.424, 0.390], [7.106, 0.383, -0.261], [4.795, -1.671, -0.900], [5.738, -1.248, 2.110], [4.757, 0.347, 0.505], [2.646, 4.770, 1.470], [1.420, 3.646, 2.423], [4.382, 3.944, 1.349], [1.942, 5.132, -0.273], [2.763, 5.701, 2.007], [0.352, 9.160, 0.377], [2.145, 9.210, -0.302], [-0.781, 8.031, -0.691], [0.312, 8.643, 2.226], [-0.050, 10.161, 0.313], [-9.327, 1.161, -1.718], [-9.239, 1.623, -3.574], [-10.629, -0.220, -1.406], [-7.600, 0.687, -1.020], [-9.660, 2.037, -1.180], [6.305, -6.853, -1.123], [7.884, -5.852, -0.712], [4.722, -5.841, -0.670], [6.284, -7.430, -2.949], [6.298, -7.733, -0.498], [3.444, 3.026, -3.352], [5.327, 3.329, -3.211], [2.914, 2.547, -5.128], [2.868, 1.704, -2.071], [2.943, 3.948, -3.093], [10.573, 0.995, -2.987], [10.152, 1.942, -1.365], [9.607, -0.657, -3.119], [10.298, 2.100, -4.529], [11.624, 0.749, -2.943], [-0.849, 5.680, 5.416], [1.037, 6.046, 5.474], [-1.515, 5.598, 3.619], [-1.297, 4.099, 6.409], [-1.337, 6.515, 5.898], [-11.755, 4.423, -5.850], [-12.964, 5.667, -6.666], [-10.274, 5.321, -5.018], [-12.660, 3.266, -4.614], [-11.352, 3.802, -6.635]]
}